Here is the molecule C10H12N4O in a non-equilibrium geometry from the OMol25 dataset. Energies are from ωB97M-V/def2-TZVPD.

```
27
Properties=species:S:1:pos:R:3:forces:R:3
O -0.02169 -0.69345 -2.85743 -0.8 1.1 -0.8
N -0.13646 2.00530 0.97730 -0.1 0.3 -1.6
N -1.08784 -0.59476 3.42401 -0.1 0.5 -0.9
C -0.02036 -0.98028 -1.68836 1.3 0.0 0.4
C -0.35967 2.19216 -0.29797 0.3 -1.6 1.9
C -1.34738 -1.62734 2.60163 0.1 0.9 0.0
C -0.72157 0.57415 2.84788 0.2 -0.7 -0.4
C -1.22254 -1.53741 1.21122 0.0 -1.1 0.2
C -0.50237 0.75652 1.46600 -0.8 -1.1 0.8
C -0.76637 -0.36062 0.64647 -0.1 0.4 0.5
N -0.88668 1.20311 -1.12182 0.1 0.1 0.6
N -0.64839 -0.17383 -0.73798 0.3 0.8 -1.3
C -0.08889 3.49241 -0.90200 -0.4 1.6 0.2
C 2.28315 -1.61774 -0.91833 1.0 -0.2 0.5
C 0.92267 -2.11409 -1.31459 -1.0 -0.9 0.4
H -1.73683 -2.53217 3.06574 0.3 0.1 -0.1
H -0.55382 1.44164 3.48279 0.0 -0.2 0.1
H -1.44110 -2.44213 0.61048 0.0 0.8 0.3
H -1.01678 1.42303 -2.10550 0.2 -0.8 0.3
H 0.60295 3.38442 -1.71500 0.5 0.1 -0.4
H 0.26158 4.26279 -0.17749 -0.1 -1.0 -0.4
H -1.01514 3.89531 -1.30929 -0.1 0.0 -0.2
H 3.03340 -2.43720 -0.87766 -0.6 0.4 -0.2
H 2.63335 -0.87313 -1.62332 0.2 0.1 -0.1
H 2.28599 -1.19595 0.07835 -0.1 0.3 0.2
H 0.49613 -2.74935 -0.53824 0.1 -0.1 0.0
H 1.05465 -2.70138 -2.22688 -0.4 0.1 0.1
```
Forces are in eV/Å.

Energy, Eh: -682.49795
Energy above the lowest of the compared OMol25 structures with the same formula, charge and spin, kcal per mole: 36.7
Structure (SMILES): CCC(=O)N1NC(C)=Nc2cnccc21
F_max, eV/A: 2.54
Charge: 0